(one)
Here is a single C16H23N3O6S2 molecule from the Open Molecules 2025 dataset. Energies are from ωB97M-V/def2-TZVPD.

Computed properties:
* LUMO: 0.0044 hartree
* SMILES string: CCOC(=O)c1sc(NC(=O)COC(=O)[C@@H](CCSC)NC(C)=O)nc1C

Geometry as ORCA input:
```
! RIJCOSX wB97M-V def2-TZVPD def2/J DEFGRID3
* xyz 0 1
C -4.533 -1.435 2.487
C -3.810 -0.634 1.417
O -2.469 -1.104 1.283
C -2.055 -1.498 0.082
O -2.747 -1.560 -0.910
C -0.633 -1.826 0.114
S 0.258 -1.711 1.604
C 1.703 -2.072 0.683
N 2.939 -2.108 1.277
C 4.129 -1.698 0.728
O 5.180 -1.937 1.262
C 4.004 -0.870 -0.548
O 3.000 0.112 -0.318
C 2.132 0.386 -1.287
O 2.225 0.016 -2.428
C 0.979 1.222 -0.757
C 1.401 2.651 -0.370
C 2.233 2.704 0.904
S 1.557 1.717 2.280
C -0.074 2.492 2.493
N -0.074 1.227 -1.744
C -1.377 1.315 -1.387
C -2.360 1.162 -2.516
O -1.708 1.507 -0.232
N 1.506 -2.268 -0.578
C 0.207 -2.134 -0.931
C -0.166 -2.323 -2.355
H -4.604 -2.480 2.195
H -5.535 -1.038 2.621
H -3.996 -1.371 3.430
H -3.740 0.423 1.689
H -4.310 -0.725 0.447
H 2.989 -2.423 2.238
H 3.720 -1.497 -1.400
H 4.965 -0.385 -0.744
H 0.600 0.744 0.157
H 1.962 3.112 -1.187
H 0.479 3.219 -0.229
H 2.328 3.735 1.248
H 3.227 2.289 0.747
H -0.480 2.088 3.414
H 0.053 3.567 2.584
H -0.724 2.237 1.661
H 0.201 0.980 -2.683
H -1.888 1.265 -3.487
H -3.155 1.895 -2.405
H -2.807 0.172 -2.430
H -0.045 -3.371 -2.623
H 0.509 -1.740 -2.979
H -1.197 -2.028 -2.517
*
```

Here are the Löwdin charges for atoms 1 to 8, given in e: number 1, C, carries -0.0580; number 2, C, carries -0.2086; number 3, O, carries -0.0471; number 4, C, carries -0.5217; number 5, O, carries 0.0837; number 6, C, carries -0.3544; number 7, S, carries 1.1454; number 8, C, carries -0.5839


(two)
Here is 2 unconnected molecules or ions with the total composition C16H23N3O6S2 from the Open Molecules 2025 dataset. Energies are from ωB97M-V/def2-TZVPD.

Computed properties:
* LUMO: -0.0234 hartree

Geometry as ORCA input:
```
! RIJCOSX wB97M-V def2-TZVPD def2/J DEFGRID3
* xyz 0 1
C 5.555 5.245 -2.736
C 4.039 5.525 -3.197
H 3.950 5.460 -4.376
H 3.752 6.612 -2.861
O 3.058 4.782 -2.629
C 2.738 4.887 -1.530
O 3.131 5.790 -0.782
C 1.618 3.838 -1.291
C 0.916 3.633 -0.168
N 0.193 2.421 -0.110
C 0.316 1.775 -1.486
N -0.398 0.750 -1.725
C -1.233 -0.055 -0.658
O -1.683 -1.180 -1.406
C -1.491 0.385 0.609
H -1.837 1.225 0.606
H -0.349 0.485 1.216
O -2.010 -0.670 1.338
C -1.576 -1.901 1.468
O -0.211 -2.056 1.109
C -2.359 -2.731 2.295
N -1.347 -3.956 2.553
C -0.758 -3.986 3.725
O -0.687 -3.077 4.559
C -0.157 -5.077 3.870
H -0.535 -6.131 3.847
H 0.546 -5.124 5.189
H 0.823 -5.174 3.154
H -1.229 -4.653 1.996
H -2.553 -2.361 3.266
C -3.623 -3.249 1.411
C -3.363 -3.573 0.093
H -2.772 -2.935 -0.521
H -4.199 -3.837 -0.306
S -2.212 -5.138 -0.032
C -0.803 -4.610 -1.066
H -1.216 -4.001 -1.821
H -0.076 -3.898 -0.290
H -0.082 -5.344 -1.100
H -3.932 -4.035 1.880
H -4.110 -2.511 1.557
H 0.075 0.262 -2.683
S 1.505 2.582 -2.436
C 1.045 4.466 1.191
H 1.612 5.346 0.869
H 1.195 3.703 2.060
H -0.019 4.704 1.383
H 5.810 4.239 -2.872
H 5.400 5.394 -1.729
H 6.297 6.112 -3.263
*
```

Here are the Löwdin charges for atoms 1 to 8, given in e: number 1, C, carries -0.0302; number 2, C, carries -0.1999; number 3, H, carries 0.1560; number 4, H, carries 0.1569; number 5, O, carries -0.0046; number 6, C, carries -0.6332; number 7, O, carries 0.0757; number 8, C, carries -0.4087


Most stable structure among those shown: (one).